[1]
28
Properties=species:S:1:pos:R:3:nbo_charge:R:1 method="wB97M-V/def2-TZVPD" total_energy_ev=-19127.181 total_charge=+1 multiplicity=1 e_above_lowest_kj_mol=258.4 homo_energy_ev="-12.421 / -12.421"
O -3.321 2.040 0.034 -0.67
O 0.881 -0.294 -1.995 -0.56
O -3.474 -2.256 -0.018 -0.57
N -1.138 -0.930 0.063 -0.78
N 0.210 1.454 -0.715 -0.49
N -4.677 -0.292 0.004 -0.79
C -2.237 1.215 -0.070 0.15
C -0.970 1.980 -0.449 0.15
C -2.337 -0.190 0.054 0.13
C 1.614 -0.133 0.263 -0.33
C 2.961 0.651 0.073 -0.56
C 1.945 -1.672 0.263 -0.62
C 0.757 0.238 -0.855 0.78
C -3.579 -1.052 0.094 0.62
H -4.720 0.752 0.214 0.44
H 1.650 -2.137 1.266 0.25
H 3.616 0.260 0.769 0.24
H -3.051 2.874 -0.387 0.50
H -0.391 -0.573 0.641 0.39
H 1.119 0.220 1.088 0.22
H 1.284 -2.202 -0.520 0.23
H -5.529 -0.793 0.187 0.41
H 2.806 1.710 -0.027 0.23
H -1.354 -1.890 0.215 0.43
H 2.888 -1.861 -0.146 0.24
H -1.066 3.126 -0.411 0.23
H 0.499 0.242 -2.629 0.51
H 3.380 0.371 -0.841 0.22

---

[2]
24
Properties=species:S:1:pos:R:3:nbo_charge:R:1 method="wB97M-V/def2-TZVPD" total_energy_ev=-12050.149 total_charge=+1 multiplicity=1 e_above_lowest_kj_mol=399.2 homo_energy_ev=-13.986
O -3.350 0.674 -0.676 -0.48
N -0.981 -1.842 0.478 -0.56
C -1.620 1.021 0.994 -0.52
C 0.461 0.100 -0.186 -0.12
C -2.119 -1.212 -0.255 -0.12
C -0.128 -1.225 -0.549 0.13
C -2.461 0.167 0.009 0.49
C -0.142 0.668 1.043 -0.38
C 0.313 1.039 -1.407 -0.60
C 2.014 -0.115 0.033 -0.56
H 0.567 2.083 -1.143 0.24
H -1.002 -2.827 0.625 0.45
H 0.090 -1.812 -1.364 0.24
H -2.011 0.832 1.930 0.25
H 2.433 -0.563 -0.902 0.23
H 0.907 0.596 -2.172 0.22
H -0.711 -1.306 1.391 0.46
H -2.479 -1.659 -1.156 0.27
H 0.534 1.513 1.377 0.28
H 2.536 0.632 0.456 0.23
H 1.885 -0.810 0.876 0.19
H -0.712 1.179 -1.705 0.23
H 0.041 -0.160 1.844 0.16
H -1.894 2.003 0.775 0.27

---

[3]
25
Properties=species:S:1:pos:R:3:nbo_charge:R:1 method="wB97M-V/def2-TZVPD" total_energy_ev=-14103.388 total_charge=-1 multiplicity=1 e_above_lowest_kj_mol=195.1 homo_energy_ev=-1.046 smiles="CC(C)(O)/C=C/[C@@H]1CC[N-]O1"
O -2.000 -1.248 2.315 -0.75
O 2.103 -1.197 -0.476 -0.49
N 2.743 -1.367 -1.830 -0.55
C -1.762 -0.356 1.223 0.22
C 1.765 0.102 -0.365 0.06
C 3.028 -0.095 -2.241 -0.26
C -0.432 -0.553 0.622 -0.30
C -1.931 1.144 1.726 -0.61
C -2.757 -0.846 0.196 -0.59
C 1.895 0.825 -1.727 -0.45
C 0.512 0.370 0.217 -0.14
H -2.882 1.381 1.927 0.19
H 2.977 -0.218 -3.400 0.18
H 2.597 0.581 0.356 0.13
H -3.748 -1.157 0.621 0.20
H 2.242 1.896 -1.555 0.18
H -1.519 1.776 0.995 0.20
H 0.161 1.484 0.209 0.17
H 4.005 0.232 -1.837 0.10
H 0.931 0.747 -2.100 0.19
H -0.127 -1.588 0.298 0.24
H -2.921 -0.060 -0.482 0.20
H -2.284 -1.618 -0.277 0.22
H -1.324 1.147 2.681 0.20
H -1.269 -1.380 2.904 0.47

---

[4]
25
Properties=species:S:1:pos:R:3:nbo_charge:R:1 method="wB97M-V/def2-TZVPD" total_energy_ev=-14098.440 total_charge=+1 multiplicity=1 e_above_lowest_kj_mol=269.7 homo_energy_ev=-11.391
O -0.635 -0.651 -1.656 -0.56
O -2.229 0.740 0.022 -0.69
N -0.136 -1.702 0.879 -0.67
C -0.106 0.491 -1.234 0.57
C 0.973 2.633 0.196 -0.26
C 1.653 1.990 -0.828 0.04
C 1.110 0.960 -1.593 -0.34
C -0.733 -3.015 0.542 -0.41
C 1.206 -1.476 1.229 -0.39
C -0.344 2.298 0.479 -0.03
C -1.039 1.425 -0.487 -0.08
H 2.630 2.259 -0.855 0.24
H 1.658 0.427 -2.357 0.27
H -1.742 -2.864 0.561 0.20
H -0.974 2.880 1.135 0.25
H -0.503 -3.871 1.176 0.20
H 1.505 3.435 0.717 0.26
H -1.378 2.070 -1.354 0.29
H -1.538 -0.791 -1.212 0.54
H -2.948 1.279 -0.154 0.49
H 1.542 -2.112 2.010 0.19
H -0.422 -3.291 -0.433 0.19
H -0.668 -0.978 1.305 0.36
H 1.297 -0.426 1.554 0.18
H 1.820 -1.708 0.360 0.17

---

[5]
26
Properties=species:S:1:pos:R:3:nbo_charge:R:1 method="wB97M-V/def2-TZVPD" total_energy_ev=-16145.966 total_charge=+1 multiplicity=1 e_above_lowest_kj_mol=164.5 homo_energy_ev=-13.746 smiles=C#C[C@]1([NH3+])C[C@H](O)O[C@@H](C)[C@@H]1O
O -1.717 0.567 -0.389 -0.50
O -0.520 2.480 0.519 -0.72
O 0.528 -2.120 0.604 -0.74
N 2.235 -0.520 -1.161 -0.68
C -2.328 -1.440 0.670 -0.62
C 0.390 1.187 -1.227 -0.44
C -1.223 -0.387 0.473 0.08
C -0.853 1.669 -0.606 0.36
C 1.650 0.727 2.050 -0.08
C 1.028 -0.014 -0.407 0.05
C 1.442 0.505 0.891 -0.13
C -0.045 -1.120 -0.205 0.07
H -3.035 -1.365 -0.106 0.24
H -0.453 -1.541 -1.136 0.20
H -1.296 2.222 -1.465 0.19
H 2.583 -1.433 -0.876 0.46
H 1.955 1.122 3.025 0.27
H 3.020 0.100 -0.989 0.45
H 2.059 -0.634 -2.229 0.45
H -1.883 -2.407 0.611 0.22
H 0.107 -2.282 1.478 0.51
H -2.769 -1.044 1.592 0.23
H -0.915 -0.102 1.414 0.19
H 0.219 0.855 -2.236 0.22
H 1.067 1.952 -1.084 0.24
H -1.246 3.023 0.790 0.50

---

[6]
27
Properties=species:S:1:pos:R:3:nbo_charge:R:1 method="wB97M-V/def2-TZVPD" total_energy_ev=-25440.254 multiplicity=1 e_above_lowest_kj_mol=383.3 homo_energy_ev="-8.316 / -8.054"
P -1.320 0.803 -0.400 2.09
O -1.506 2.262 -0.616 -1.03
O -2.169 0.127 0.797 -0.81
O -1.827 -0.083 -1.660 -0.82
N 2.343 -0.028 -1.114 -0.42
C 2.656 0.648 1.070 -0.41
C 1.583 -0.203 -2.353 -0.40
C 3.889 0.580 0.379 -0.29
C 1.733 0.289 0.057 0.20
C -1.924 -1.521 -1.727 -0.06
C 3.691 0.093 -0.910 -0.09
C -3.290 -2.185 -1.169 -0.64
C -2.422 0.873 1.939 -0.26
H -1.174 -1.869 -1.124 0.18
H -2.035 -1.760 -2.825 0.20
H 1.313 -1.293 -2.521 0.21
H 0.733 0.508 -2.278 0.23
H 2.643 0.747 2.126 0.24
H -3.333 -3.200 -1.356 0.21
H -2.972 1.859 1.667 0.20
H 4.899 0.423 0.930 0.23
H -3.342 -2.077 -0.016 0.21
H -1.441 1.257 2.488 0.19
H -3.054 0.250 2.482 0.20
H 4.280 -0.297 -1.752 0.21
H -4.109 -1.491 -1.552 0.22
H 2.246 0.138 -3.164 0.22

---

[7]
28
Properties=species:S:1:pos:R:3:nbo_charge:R:1 method="wB97M-V/def2-TZVPD" total_energy_ev=-37815.473 total_charge=+1 multiplicity=1 e_above_lowest_kj_mol=0.0 homo_energy_ev=-13.305 smiles="CC[N+](O)(CC)S(=O)(=O)c1cccs1"
S 3.215 -0.127 0.970 0.62
S 0.870 -1.063 -0.344 2.24
O 0.472 -1.325 -1.711 -0.85
O 1.209 -2.070 0.576 -0.85
O -0.209 0.314 1.636 -0.56
N -0.772 -0.259 0.466 -0.08
C 2.119 0.200 -0.306 -0.61
C 2.652 0.965 -1.315 -0.17
C -1.594 -1.415 0.854 -0.26
C -2.363 1.690 0.320 -0.65
C 3.876 1.389 -0.873 -0.26
C 4.357 0.853 0.265 -0.38
C -1.322 0.800 -0.356 -0.25
C -2.420 -2.101 -0.258 -0.64
H -3.364 -2.442 0.148 0.25
H -2.792 2.270 -0.462 0.25
H 2.186 1.272 -2.259 0.27
H -1.864 0.203 -1.213 0.25
H 5.270 1.072 0.787 0.27
H 4.452 2.094 -1.483 0.25
H -2.613 -1.483 -1.204 0.23
H -3.252 1.154 0.864 0.23
H -0.490 1.432 -0.635 0.24
H -1.782 2.411 0.918 0.23
H -0.896 -2.050 1.276 0.25
H -1.802 -2.999 -0.673 0.25
H -2.297 -1.097 1.594 0.22
H -0.844 0.313 2.419 0.50

---

[8]
31
Properties=species:S:1:pos:R:3:nbo_charge:R:1 method="wB97M-V/def2-TZVPD" total_energy_ev=-58450.929 total_charge=-1 multiplicity=1 homo_energy_ev=-4.870 smiles="C=CCN([C@](CC=C)([PH2]=S)C(=O)[O-])P(O)(O)=S"
S 0.392 2.143 -2.873 -0.63
S 1.781 -1.507 -2.719 -0.65
P -0.951 1.040 -1.965 0.87
P 0.816 -1.723 -1.056 2.00
O -0.342 1.517 1.858 -0.75
O -0.747 2.812 0.083 -0.73
O 1.531 -2.848 -0.157 -0.98
O -0.639 -2.323 -1.384 -1.00
N 0.575 -0.431 -0.049 -0.84
C 4.013 0.021 1.301 -0.46
C -2.969 0.643 0.755 -0.15
C -0.541 1.741 0.664 0.77
C -1.914 -0.312 0.248 -0.47
C -0.619 0.432 -0.231 -0.25
C -3.444 0.566 2.007 -0.41
C 1.807 0.363 0.255 -0.30
C 3.147 -0.297 0.274 -0.14
H -3.572 1.448 2.627 0.21
H 1.909 1.148 -0.506 0.26
H -1.330 -0.064 -2.750 -0.05
H -1.655 -1.038 1.016 0.23
H 3.842 -0.321 2.320 0.19
H -2.117 1.794 -1.801 -0.01
H 4.873 0.669 1.138 0.20
H 0.999 -2.975 0.643 0.50
H -3.655 -0.396 2.469 0.18
H -2.350 -0.848 -0.605 0.21
H 1.686 0.846 1.226 0.27
H 3.474 -0.985 -0.503 0.21
H -3.367 1.371 0.054 0.20
H -0.633 -2.486 -2.338 0.52

---

[9]
28
Properties=species:S:1:pos:R:3:nbo_charge:R:1 method="wB97M-V/def2-TZVPD" total_energy_ev=-29039.212 total_charge=-1 multiplicity=1 e_above_lowest_kj_mol=119.0 homo_energy_ev=-4.637
S 3.655 0.620 0.122 1.68
O 3.629 -0.836 0.549 -1.02
O -0.849 -1.996 -0.148 -0.69
O 2.429 0.635 -1.273 -0.77
O 4.903 1.048 -0.462 -0.98
N 1.204 -1.072 -0.147 -0.70
C -1.412 0.581 -1.283 -0.44
C -1.642 1.553 -0.118 -0.40
C -0.634 1.146 0.929 -0.40
C 0.356 -2.068 0.038 0.70
C 0.021 0.549 -1.696 -0.42
C 1.106 -3.278 0.717 -0.70
C 0.804 1.302 0.440 -0.48
C 1.091 0.300 -0.608 0.42
H 2.097 -3.288 0.310 0.23
H 0.257 -0.020 -2.602 0.22
H -1.999 0.783 -2.224 0.18
H -1.396 2.517 -0.438 0.19
H 2.188 -1.101 0.330 0.45
H -1.672 -0.469 -0.976 0.27
H 0.638 -4.352 0.702 0.21
H -0.779 0.068 1.360 0.21
H 1.122 -2.985 1.855 0.22
H 0.346 1.606 -1.935 0.20
H -0.915 1.743 1.806 0.19
H -2.664 1.404 0.313 0.20
H 0.827 2.382 0.264 0.22
H 1.541 1.310 1.272 0.23

---

[10]
25
Properties=species:S:1:pos:R:3:nbo_charge:R:1 method="wB97M-V/def2-TZVPD" total_energy_ev=-22886.436 total_charge=+1 multiplicity=1 e_above_lowest_kj_mol=149.5 homo_energy_ev=-12.346 smiles=Cc1ccsc1[C@@H](O)[NH+](C)C
S 1.574 -1.769 0.073 0.37
O -0.916 -0.674 -2.051 -0.64
N -1.546 -0.913 0.289 -0.39
C 1.586 2.211 -0.381 -0.63
C 3.125 -1.033 0.353 -0.35
C -2.946 -0.763 -0.125 -0.44
C 0.962 -0.198 -0.225 -0.28
C 3.172 0.286 0.008 -0.23
C -0.742 -0.217 -0.754 0.25
C 1.889 0.783 -0.248 -0.06
C -1.458 -0.104 1.562 -0.38
H -1.897 0.978 1.428 0.24
H -1.145 -1.919 0.322 0.46
H 0.553 2.354 -0.159 0.21
H -2.037 -0.494 2.258 0.22
H 3.918 -1.720 0.704 0.26
H 2.230 2.864 0.170 0.24
H -0.696 -1.608 -1.975 0.47
H -3.772 -1.047 0.517 0.25
H -3.043 -1.481 -0.891 0.23
H -3.192 0.242 -0.401 0.24
H 3.969 1.000 0.006 0.25
H -0.881 0.774 -0.875 0.21
H 1.790 2.581 -1.442 0.24
H -0.497 -0.133 1.839 0.23

---

[11]
23
Properties=species:S:1:pos:R:3:nbo_charge:R:1 method="wB97M-V/def2-TZVPD" total_energy_ev=-10560.516 multiplicity=1 e_above_lowest_kj_mol=919.3 homo_energy_ev=-7.456
O 1.763 -1.549 -0.345 -0.70
C -2.193 0.608 -0.135 -0.63
C -1.156 -1.650 -0.264 -0.63
C 1.923 -0.372 -1.031 0.01
C 0.424 0.732 -1.054 -0.14
C -0.950 -0.215 0.262 -0.14
C 1.110 0.381 2.035 -0.51
C 0.615 0.884 0.882 -0.12
C 0.239 1.841 -1.639 -0.37
H 1.900 -0.590 -2.095 0.20
H 1.845 0.947 2.596 0.21
H 1.937 -1.350 0.595 0.48
H -0.431 -2.351 0.163 0.23
H -2.075 1.625 0.246 0.22
H 0.553 2.872 -1.703 0.24
H 0.729 -0.526 2.486 0.20
H -2.332 0.577 -1.219 0.21
H -1.107 -1.713 -1.356 0.21
H -3.126 0.171 0.233 0.21
H -1.172 -0.401 1.326 0.20
H 2.819 0.185 -0.759 0.18
H 0.830 1.952 0.825 0.22
H -2.149 -2.055 -0.050 0.22

---

[12]
25
Properties=species:S:1:pos:R:3:nbo_charge:R:1 method="wB97M-V/def2-TZVPD" total_energy_ev=-23452.249 multiplicity=1 e_above_lowest_kj_mol=16.5 homo_energy_ev=-8.695 smiles="CCC[C@@H](/C=C/O)SC(C)=O"
S -1.198 0.362 1.240 0.18
O -0.713 2.329 2.945 -0.56
O 1.141 3.325 -1.355 -0.69
C 2.512 -1.081 0.102 -0.39
C -1.510 1.887 2.122 0.42
C 0.621 0.412 0.961 -0.34
C 1.072 1.732 0.343 -0.33
C 0.657 2.123 -0.884 0.15
C 2.695 -2.470 -0.470 -0.60
C 0.994 -0.835 0.198 -0.40
C -2.932 2.367 2.187 -0.71
H 0.497 -1.723 0.617 0.21
H 2.333 -2.510 -1.501 0.20
H -3.613 1.510 1.932 0.23
H 1.633 3.809 -0.671 0.48
H -0.049 1.474 -1.476 0.21
H -3.144 2.766 3.163 0.24
H 0.587 -0.774 -0.821 0.20
H 1.750 2.335 0.938 0.21
H 1.064 0.353 1.945 0.23
H 3.761 -2.660 -0.486 0.21
H -3.058 3.177 1.463 0.24
H 2.945 -1.086 1.093 0.20
H 2.992 -0.334 -0.502 0.21
H 2.193 -3.259 0.148 0.20